1.
The following is a DFT calculation (ωB97M-V/def2-TZVPD) of a molecular structure, C36H60BBr3CaCl5FMgN2O9 at a distorted geometry.

Last column: Löwdin charge in e.
Element x y z (Å)
H -0.731 -3.206 -2.856  0.122
Cl 2.141 -6.238 -4.256  0.170
C -1.401 0.951 -7.598  -0.096
C 4.707 -2.229 -2.323  -0.159
H 0.090 -0.748 -7.951  0.093
Br 1.981 3.575 3.470  0.503
O -6.978 0.947 1.071  0.074
C 1.426 2.989 -0.116  -0.237
H 1.037 -3.489 -2.438  0.075
O 1.843 -0.129 1.164  0.060
C 3.999 2.246 0.259  -0.204
H -2.009 -3.875 5.231  0.069
C -1.225 1.173 -0.279  -0.084
C 2.834 2.584 -0.795  -0.201
H -7.883 4.564 1.814  0.149
C 3.073 -5.103 -2.320  -0.274
H -4.567 1.099 4.688  0.110
H -1.244 1.933 -2.372  0.117
C -0.566 0.157 0.740  0.033
H 1.593 4.048 0.332  0.108
H 6.190 -0.615 -2.876  0.119
O 1.183 -1.047 -0.847  -0.047
Cl 3.346 6.645 3.526  0.479
C -7.598 4.056 4.455  -0.010
H -1.269 -2.753 -4.887  0.089
H 3.906 -1.417 -2.145  0.101
C 5.231 1.438 -0.435  -0.243
O 6.451 -5.188 1.420  -0.063
Ca -4.531 -3.956 0.540  0.940
H -2.468 -2.738 2.940  0.040
H 2.722 -4.263 -3.035  0.039
H 1.688 -1.900 -4.287  0.105
H -3.088 2.087 -6.204  0.061
C 0.603 -1.764 -3.935  -0.148
H -3.171 2.427 -0.650  0.024
C 4.482 -3.479 -1.337  -0.213
C -0.007 -1.734 -1.331  -0.188
Mg -4.718 0.802 -1.139  0.718
H 2.415 -5.191 -1.381  0.115
H -0.857 -1.024 -1.657  0.122
H 4.258 -0.597 -0.249  0.100
H 7.614 -0.483 -0.783  -0.259
C -1.940 0.102 -5.329  -0.094
H 4.457 3.267 0.570  0.112
C -4.721 -1.917 1.618  -0.314
Cl 5.898 7.160 4.807  0.527
C -0.640 -1.302 3.081  -0.169
H -1.964 -2.031 5.463  0.067
H -4.527 -2.309 3.825  0.107
H 0.588 3.724 -2.081  0.126
O -7.261 2.167 2.966  0.086
O 4.471 -4.772 -2.004  -0.214
H -1.367 1.534 -8.576  0.066
C -1.470 -2.914 4.932  -0.555
O -3.783 0.490 4.749  0.068
H -7.755 3.325 5.251  0.093
N -0.941 -0.851 -5.826  -0.124
C -4.780 -1.416 3.153  -0.121
O 0.006 3.175 2.405  -0.395
H 3.184 3.486 -1.428  0.122
H -0.460 -0.721 4.069  0.122
B -3.746 -0.161 3.449  -0.341
C -2.659 1.681 0.047  -0.185
H -0.422 2.317 2.438  -0.038
H 5.324 -3.507 -0.559  0.101
H 5.762 -5.086 0.750  0.008
H -2.366 -0.050 -4.270  0.088
Cl 4.564 4.613 5.208  0.485
C 4.321 6.362 4.984  -2.014
H -0.468 -2.411 -0.516  0.125
C -6.776 3.459 3.333  -0.345
Cl 3.477 7.027 6.399  0.522
F -3.104 -3.407 -4.440  -0.806
H -5.871 -1.085 3.369  0.131
H 0.319 0.973 -2.000  0.104
C 6.490 -1.025 -0.688  -0.266
H -8.588 4.360 4.105  0.094
C -0.375 -2.067 -5.171  -0.156
C 0.213 3.137 -1.158  -0.166
H 0.430 -0.652 -3.647  0.100
H 2.978 -6.138 -2.949  -0.161
H 3.504 -3.265 -0.756  0.128
H -0.592 3.778 -0.641  0.109
H 5.422 -0.202 1.134  0.126
H 6.690 -1.962 -0.036  0.127
H -7.101 4.934 4.874  0.097
C -2.794 0.260 2.204  -0.034
C -0.452 1.704 -1.576  -0.123
O -6.557 3.180 1.087  0.033
C 6.151 -1.527 -2.178  -0.188
H 2.724 1.700 -1.515  0.106
H -4.343 1.576 1.361  0.093
C -1.357 -0.312 2.052  -0.033
C -1.389 -2.708 3.313  -0.249
H 6.488 -6.140 1.572  0.039
H -5.339 -2.909 1.493  -0.147
H -3.629 -2.196 1.257  -0.023
C -0.623 -0.336 -7.166  -0.096
Br 8.311 0.811 -0.426  0.579
N -3.380 1.208 1.232  -0.025
C -6.935 1.998 1.653  -0.557
C -6.875 4.198 2.034  -0.091
H 6.936 -2.294 -2.555  0.132
H 3.628 1.741 1.226  0.088
C 5.285 -0.124 -0.015  -0.189
H -0.746 -3.593 2.941  0.117
H 6.225 1.903 -0.139  -0.006
C 0.271 -2.662 -2.634  -0.129
H 0.424 -1.558 2.700  0.119
C -2.320 1.247 -6.337  -0.096
H 5.112 1.477 -1.585  0.118
H 0.219 -2.632 -5.970  0.129
H 1.169 2.325 0.794  0.055
Br 0.407 -3.049 5.666  0.573
H -5.734 3.342 3.655  0.155
H -5.076 -1.099 0.874  0.027
C 0.900 -0.342 0.359  -0.347
H 4.544 -2.590 -3.409  0.132
H -6.170 5.027 1.963  0.150

orbital gap	1.4	eV
E_LUMO	-4.2	eV
calculated total energy	-359699.89893	eV

***

2.
The following is a DFT calculation (ωB97M-V/def2-TZVPD) of a molecular structure, C36H60ClHfNO5PS at a distorted geometry.

Last column: Löwdin charge in e.
Element x y z (Å)
H -3.609 -2.527 0.837  0.064
H -1.755 -2.172 -6.740  0.108
H -3.639 -0.720 1.920  0.109
C 2.854 -0.206 -0.300  -0.077
S -0.402 -3.238 -1.400  0.985
Cl -2.204 1.655 -0.495  0.808
H 2.310 0.441 4.345  0.116
H 1.284 -0.338 -2.459  0.031
C 3.745 1.829 -1.372  -0.046
H -3.060 2.420 2.047  0.076
C 2.475 1.181 3.575  0.016
H 4.558 1.105 -1.479  0.123
H 1.720 -3.133 4.654  0.091
H -0.408 2.737 -2.422  0.035
H -4.287 -3.780 1.871  0.108
C -2.616 -2.768 2.796  -0.338
H -1.041 -2.785 -5.244  0.090
H -4.648 -2.128 2.240  0.099
H 3.472 0.113 0.537  0.102
H 3.735 2.442 -2.264  0.083
H 0.635 3.888 -3.167  0.099
H 3.070 4.580 -0.810  0.078
C 2.277 -1.904 2.945  -0.363
H 2.836 0.134 -3.123  0.118
H 2.112 -1.476 5.097  0.078
H -0.307 -1.403 -6.086  0.096
O 0.456 -2.146 -0.544  -0.645
H -3.897 -2.123 -5.497  0.107
H -3.284 -2.393 -3.858  0.092
H -2.210 2.227 3.561  0.113
H 2.005 -3.995 2.388  0.087
H -1.552 0.812 -6.214  0.096
C 0.063 3.708 -2.259  -0.055
C 2.379 -2.294 4.427  -0.030
C 1.976 0.495 -2.553  -0.076
H -3.774 -3.204 4.572  0.103
H 1.994 5.487 -1.850  0.115
H 3.632 -3.385 2.145  0.100
C -3.031 -2.476 4.249  -0.021
C -1.250 -1.883 -5.820  -0.016
H -4.197 -0.925 -4.231  0.100
H 3.398 -2.601 4.660  0.102
H 3.989 2.438 -0.505  0.083
H 0.951 4.746 0.985  0.083
H 2.661 3.978 -2.420  0.072
C -2.122 2.627 2.551  0.003
H -0.339 -4.299 0.699  0.068
H 3.443 -0.902 -0.902  0.122
O -3.238 2.915 -0.555  -0.181
H -1.440 1.972 -1.570  0.050
C 2.577 -3.124 2.064  -0.041
O -2.917 0.558 -1.268  -0.392
H 2.981 3.941 0.966  0.088
P 1.135 2.068 -0.206  1.299
H 1.714 -3.621 -2.408  0.064
C 2.273 4.478 -1.541  -0.067
H 2.005 -0.766 0.082  0.028
C -1.504 -1.798 2.439  -0.124
H -0.727 4.459 -2.220  0.110
C 1.926 2.126 1.434  -0.299
H -3.060 0.052 -6.730  0.109
C 3.577 3.185 2.857  -0.011
H -2.003 3.707 2.643  0.103
H -3.044 1.063 -5.283  0.095
C -0.890 1.957 0.391  -0.513
O -2.997 -0.035 1.663  0.019
H -2.027 -4.048 0.117  0.045
H -1.018 -5.350 -0.583  0.087
C -2.171 -0.925 -5.046  -0.564
C -2.469 0.340 -5.862  -0.015
C 2.842 3.147 1.681  -0.074
H -0.028 -3.178 3.058  0.140
C -0.868 2.033 1.889  -0.284
Hf -0.759 -0.447 -0.452  1.430
C -3.471 -1.637 -4.621  -0.006
C -1.020 -4.351 -0.149  -0.189
H 3.030 -1.144 2.734  0.121
C -0.634 0.469 2.080  -0.098
C 0.984 3.821 -1.018  -0.577
C 3.396 2.195 3.803  0.004
C 0.375 4.728 0.062  -0.061
H -2.181 -2.534 4.929  0.093
C 1.023 -4.242 -1.841  -0.218
C 0.908 -1.324 2.640  -0.125
C -3.848 -2.783 1.870  -0.048
H 0.344 5.748 -0.322  0.114
C -1.737 -0.488 2.012  -0.253
H 1.511 1.288 -3.141  0.086
H 2.350 -2.930 1.015  0.054
H 0.670 -5.052 -2.482  0.077
H -3.472 -1.479 4.340  0.094
C 0.693 0.032 2.312  -0.101
H 3.954 2.215 4.730  0.134
H -0.651 4.453 0.312  0.069
H -2.989 3.793 -0.219  0.113
C 2.493 0.974 -1.208  -0.556
C 1.734 1.107 2.401  -0.178
O -2.053 -1.700 -0.724  -0.548
H -0.006 2.589 2.221  0.123
C -1.487 -0.553 -3.802  -0.060
H -2.619 1.132 0.647  0.049
H 4.278 3.991 3.027  0.132
H -2.172 -3.765 2.781  0.137
H 1.510 -4.647 -0.957  0.068
N -0.992 -0.294 -2.798  0.125
C -0.192 -2.162 2.718  0.036

orbital gap	7.3	eV
E_LUMO	-9.5	eV
relative energy (zero: lowest compared OMol25 entry of this formula, charge and spin)	953.8	kJ/mol
charge	+3
calculated total energy	-83949.31444	eV

***

3.
The following is a DFT calculation (ωB97M-V/def2-TZVPD) of a molecular structure, C36H60CoIN5O2SSi4.

Last column: Mulliken spin population.
Element x y z (Å)
H -2.409 -4.717 2.340  0.000
C -2.808 -2.990 1.070  -0.007
C -2.870 -6.219 -3.231  0.000
C 2.573 4.895 1.798  0.000
H -4.258 -3.306 -3.157  0.000
H 3.488 3.052 -1.603  -0.001
H -1.652 1.349 3.377  0.000
H 1.963 4.267 1.147  0.001
H 2.099 2.533 -0.649  0.005
H 2.702 0.600 -4.595  0.000
C -5.486 3.186 -2.742  0.000
C -5.359 3.683 -1.452  0.000
N 1.973 1.748 1.801  0.001
H -4.435 -2.830 2.451  0.000
H -0.935 1.474 4.979  0.000
C -0.488 4.290 4.863  0.000
H -2.210 -6.388 0.734  0.000
H 2.160 1.779 0.810  0.006
H 4.169 -2.754 1.532  0.000
H 1.137 1.932 4.067  -0.001
H 4.694 -0.881 -2.920  -0.003
C -1.431 3.379 4.078  0.001
H -0.902 5.301 4.855  0.000
H 5.033 -0.357 -1.267  -0.001
N 0.377 1.777 3.426  0.002
H -4.474 2.133 -4.328  0.000
H -3.238 0.742 0.410  -0.007
C -3.796 -2.302 1.752  0.000
H 1.304 -0.813 -5.293  -0.001
C -2.561 -4.434 1.302  0.001
H -2.190 2.753 -0.793  -0.016
C 4.673 -0.021 -2.244  0.013
H 0.263 4.618 6.879  0.000
H 1.661 -1.238 2.579  0.003
H -4.082 3.941 0.257  0.000
C -2.097 1.573 -3.272  0.003
H -6.408 3.317 -3.292  0.000
H 0.128 -1.418 1.728  -0.011
H 2.878 5.767 1.217  0.000
H 1.937 5.251 2.615  0.000
C -2.802 -5.297 -1.054  0.000
C 1.093 -1.902 1.925  0.029
H 0.470 4.358 4.338  0.000
C 3.867 -2.107 0.699  0.007
H 0.614 -4.289 0.023  0.000
C 3.792 4.156 2.351  0.000
H -0.303 -0.640 -4.586  -0.001
S -0.498 1.930 0.899  0.018
C 2.457 1.331 -3.821  0.002
H 2.899 0.963 3.506  0.000
H 2.485 -3.964 -4.424  0.000
C 0.491 -1.361 -4.816  0.000
Si 1.352 -0.870 -1.425  0.119
C -0.256 3.848 6.309  0.000
H 4.371 3.721 1.529  0.000
Si 2.032 -2.262 0.319  0.011
H -1.193 -3.039 -2.637  -0.007
H 4.450 4.880 2.836  0.000
H 4.125 -1.074 0.957  0.000
Si 1.061 -2.259 -3.282  -0.021
H 5.378 0.728 -2.628  0.001
H -0.452 -4.167 -3.779  0.000
N -3.501 -5.144 -3.696  0.000
H -2.655 -7.002 -3.950  0.000
C -0.255 -3.541 -2.901  0.011
H -4.773 -0.391 1.990  0.001
H 1.382 1.533 -3.880  -0.001
H 3.080 -3.649 -2.783  -0.001
H 0.348 2.938 6.372  0.000
N -3.432 -4.212 -1.505  0.000
C -4.411 2.521 -3.319  -0.001
H -1.988 -7.231 -1.542  0.000
C -0.967 1.930 3.990  0.000
N -2.128 -0.956 0.012  0.054
H 3.764 2.051 -0.183  0.000
Co -0.658 0.238 -0.849  2.548
C -3.744 -4.192 -2.798  0.000
C 3.079 2.216 -1.026  -0.004
H 0.033 -4.196 -2.073  -0.001
C 3.096 1.710 2.731  0.001
C -3.122 2.851 -1.330  0.013
O -1.203 1.069 -2.481  0.134
C -2.498 -6.347 -1.904  0.000
H 4.461 -2.378 -0.178  0.000
H -1.555 3.764 3.063  -0.001
I -6.965 4.690 -0.571  0.000
H -1.173 -2.745 -0.310  -0.013
H -2.418 3.381 4.550  0.000
C -3.230 2.334 -2.614  0.000
C 1.690 -4.079 -0.020  0.009
C 0.685 1.791 2.125  0.037
H 0.897 -2.827 2.479  -0.001
H 0.102 -2.084 -5.542  0.000
O -2.089 1.476 -4.486  0.010
H -1.206 3.645 6.811  0.000
C -1.991 -2.263 0.215  0.001
H 3.950 1.345 2.164  -0.001
C 3.450 3.057 3.362  0.000
H 2.999 2.255 -4.048  0.000
C -4.180 3.532 -0.740  0.003
C -3.985 -0.950 1.504  0.004
H 4.301 2.873 4.022  0.000
C 2.657 -3.178 -3.675  0.011
H 2.179 -4.699 0.741  0.001
C -2.479 -5.394 0.391  0.000
H 3.410 -2.495 -4.080  0.002
H 2.050 -4.397 -1.002  -0.002
H 2.635 3.413 4.003  0.000
C -3.134 -0.313 0.626  0.035
Si 2.939 0.696 -2.134  0.000

orbital gap (alpha / beta)	6.5 / 7.3	eV
spin multiplicity	4
E_LUMO (alpha / beta)	-0.3 / -0.4	eV
relative energy (zero: lowest compared OMol25 entry of this formula, charge and spin)	0.0	kJ/mol
calculated total energy	-137928.96747	eV

***

4.
The following is a DFT calculation (ωB97M-V/def2-TZVPD) of 8 unconnected molecules or ions with the total composition C36H60FN2O8 at a distorted geometry.

Last column: Löwdin charge in e.
Element x y z (Å)
H -3.981 -2.613 3.301  0.080
C 7.250 -2.127 -0.926  -0.019
N -2.702 -2.071 -0.849  0.158
C -2.461 -5.234 -9.084  -0.020
C 3.807 -2.953 3.831  -0.012
C -3.151 7.146 3.534  -0.483
H -2.171 4.387 2.534  0.053
H 2.889 2.588 -0.885  0.119
H 2.098 1.842 0.607  0.119
C 3.282 -2.387 -5.098  -0.014
H 8.793 -2.188 -2.501  0.095
C -4.697 -3.433 3.371  -0.011
O -4.945 -3.055 1.038  0.032
H -0.447 1.275 0.267  0.106
O -0.227 -5.080 -8.288  0.043
H 3.208 -1.720 -4.237  0.077
O -1.479 3.487 -0.327  0.042
H -2.661 -5.496 -10.125  0.089
H -4.467 3.769 0.359  0.088
C 1.801 -3.807 -6.650  -0.021
H 3.697 -3.985 4.171  0.090
C 2.437 1.662 -0.454  -0.214
C -2.381 5.132 7.330  -0.021
H -4.179 -4.321 3.737  0.093
H -1.681 8.589 2.956  0.093
O 5.492 -1.898 0.794  -0.022
H -6.632 -4.891 0.868  0.086
H -3.254 5.349 7.949  0.088
H 0.761 -4.071 -6.809  0.045
C 1.907 -2.870 -5.478  -0.472
C -0.509 -1.045 -2.384  0.077
H -0.289 5.621 9.202  0.086
H -2.699 5.053 6.290  0.070
H -5.849 -5.756 2.203  0.093
C -5.282 -3.704 2.012  -0.478
C -6.298 -4.808 1.902  -0.013
H 1.542 0.636 -2.152  0.091
H 0.446 -2.142 3.376  0.073
C 6.177 -1.349 -0.301  -0.245
H 7.485 -3.137 -0.502  0.111
H -3.723 5.381 0.594  0.076
H -5.489 -3.147 4.066  0.095
H 0.700 2.192 -1.823  0.115
C -1.131 -5.801 -8.659  -0.482
C 5.830 -0.020 -0.821  -0.114
H 3.726 -1.838 -5.930  0.091
H -1.103 -7.650 -9.736  0.089
H 2.180 -3.319 -7.550  0.098
H 8.146 0.158 -3.501  0.093
H 0.035 -7.564 -8.379  0.084
H -1.610 6.787 9.518  0.087
C 6.537 0.547 -1.991  -0.027
H -1.185 -2.458 -3.991  0.106
C 0.148 0.543 -0.353  -0.136
N 3.341 0.484 -0.577  -0.071
C 7.975 -1.567 -2.068  -0.077
H -3.632 4.574 -0.983  0.083
H -3.502 -2.483 -0.349  0.134
H -2.913 2.772 2.303  0.090
O 2.532 -2.146 1.997  0.050
H -2.435 -4.147 -8.996  0.083
H -3.083 8.434 5.237  0.086
H -4.611 8.505 4.306  0.088
C -2.331 3.759 0.497  -0.492
C -3.626 4.414 0.096  -0.013
C -2.471 -2.581 -2.124  -0.016
H 6.274 1.548 -2.399  0.105
C 1.279 -2.493 3.987  -0.022
C 2.539 -2.497 3.159  -0.496
C -1.397 -2.096 -2.952  0.009
C -0.969 -7.297 -8.712  -0.018
H 1.058 -3.504 4.333  0.087
H 4.632 -2.904 3.119  0.070
C 1.144 1.287 -1.327  -0.162
C -1.370 6.242 7.461  -0.501
H -4.262 7.115 5.350  0.080
H 2.367 -4.718 -6.449  0.096
C -2.476 8.001 2.494  -0.011
H -3.207 8.660 2.022  0.090
O -1.024 6.895 6.499  0.059
H -0.094 7.332 8.777  0.084
O -3.154 5.933 3.450  0.033
C -0.807 6.509 8.833  -0.023
H 0.305 -0.689 -3.051  0.109
H 0.797 -0.006 0.399  0.120
H -3.122 -3.390 -2.545  0.144
H 4.954 1.883 -0.250  0.122
H -1.695 -7.774 -8.052  0.087
C -0.748 -0.534 -1.030  -0.045
C -2.137 3.458 1.958  -0.021
H -3.253 -5.620 -8.441  0.086
C 7.605 -0.243 -2.611  -0.085
H 4.035 -2.302 4.677  0.093
C -1.901 -1.100 -0.309  -0.144
H 3.913 -3.236 -4.829  0.090
H -2.036 7.360 1.728  0.078
H 5.050 -2.702 0.466  0.109
H 2.926 -0.308 -0.083  0.089
H -1.933 4.183 7.633  0.085
O 0.920 -2.514 -4.859  0.031
C -3.820 7.853 4.680  -0.020
C 4.705 0.794 -0.100  -0.183
H -7.160 -4.583 2.532  0.094
H 1.396 -1.821 4.839  0.089
F -2.256 -0.693 0.939  0.115
H 4.762 0.518 0.999  0.124
H -1.162 2.988 2.104  0.076

orbital gap	6.8	eV
E_LUMO	-3.2	eV
charge	+1
calculated total energy	-60374.92938	eV